(1)
The following is a quantum chemistry calculation of a structure of composition C31H40EuN6O8S, from the Open Molecules 2025 dataset.

F_max (eV/Å): 4.08
HOMO level (spin up / spin down) (eV): -1.678 / -1.685
Electronic energy (eV): -88281.57139
Spin multiplicity: 8
⟨S²⟩: 15.759
HOMO-LUMO gap (spin up / spin down) (eV): 6.032 / 6.038
Charge: -2

```
87
C31H40EuN6O8S, DFT the ωB97M-V functional and the def2-TZVPD basis
Eu 12.668 11.890 9.645
C 15.418 14.095 13.071
C 14.835 13.918 11.701
N 13.646 13.443 11.528
O 13.104 12.872 12.727
C 15.530 14.228 10.543
C 16.460 15.368 10.503
N 15.096 13.663 9.409
O 15.571 14.180 8.359
H 15.016 13.562 13.923
H 15.348 15.176 13.351
H 16.473 13.944 13.114
H 12.197 12.646 12.343
H 17.087 15.443 11.391
H 15.977 16.365 10.351
H 17.243 15.217 9.702
N 13.625 11.734 7.025
C 13.403 12.355 5.682
C 12.096 13.192 5.673
C 12.177 14.697 6.129
C 12.462 14.827 7.620
N 11.482 14.168 8.432
H 14.431 12.163 7.473
H 13.862 10.771 6.876
H 13.321 11.568 4.900
H 14.257 12.903 5.465
H 11.354 12.580 6.234
H 11.768 13.335 4.610
H 11.217 15.107 5.940
H 12.918 15.151 5.483
H 12.467 15.855 7.887
H 13.488 14.517 7.774
H 10.559 14.417 8.155
H 11.600 14.297 9.406
O 17.624 10.514 6.455
S 17.359 9.593 7.527
O 17.753 8.244 7.457
N 15.866 9.769 8.099
C 15.782 10.288 9.340
O 14.726 10.473 9.945
C 17.148 10.587 9.924
C 17.499 11.318 11.062
C 18.857 11.673 11.255
C 19.773 11.356 10.259
C 19.437 10.705 9.116
C 18.146 10.291 8.968
H 16.726 11.875 11.718
H 19.209 12.257 12.033
H 20.738 11.862 10.282
H 20.157 10.659 8.365
C 9.550 5.394 13.426
C 10.293 6.678 13.771
C 11.324 6.740 14.743
C 12.046 7.903 15.006
C 11.682 9.076 14.363
C 10.590 9.124 13.508
N 10.355 10.327 12.827
C 9.204 11.010 13.070
C 8.275 10.623 14.094
C 7.150 11.329 14.331
C 6.794 12.536 13.703
C 7.646 12.898 12.694
C 8.796 12.203 12.352
C 9.589 12.789 11.247
O 8.949 13.548 10.417
O 10.839 12.477 11.161
C 9.929 7.937 13.164
C 8.831 7.974 12.179
H 9.944 4.542 13.970
H 9.643 5.245 12.341
H 8.486 5.440 13.636
H 11.557 5.822 15.257
H 12.911 7.771 15.583
H 12.128 10.070 14.530
H 11.177 9.936 11.415
H 8.415 9.650 14.576
H 6.489 10.941 15.037
H 5.807 12.988 14.047
H 7.460 13.796 12.129
H 7.870 7.930 12.652
H 8.954 7.211 11.385
H 8.814 8.958 11.667
C 12.299 8.373 10.689
O 11.696 9.700 10.513
H 12.723 8.241 9.701
H 11.531 7.579 10.849
H 13.000 8.363 11.513
```

Just the Mulliken charges please, in e? Sure, here they are: number 1, Eu, carries 1.3391; number 2, C, carries -1.5575; number 3, C, carries 0.2267; number 4, N, carries 0.1515; number 5, O, carries -0.4375; number 6, C, carries 0.2029; number 7, C, carries -1.6309; number 8, N, carries 0.8104; number 9, O, carries -0.8336; number 10, H, carries 0.3520; number 11, H, carries 0.3259; number 12, H, carries 0.3846; number 13, H, carries 0.3091; number 14, H, carries 0.4304; number 15, H, carries 0.2559; number 16, H, carries 0.2739; number 17, N, carries -0.2118; number 18, C, carries -0.8815; number 19, C, carries -0.3067; number 20, C, carries -1.1365; number 21, C, carries -0.3268; number 22, N, carries -0.2181; number 23, H, carries -0.0551; number 24, H, carries 0.2458; number 25, H, carries 0.4100; number 26, H, carries 0.3998; number 27, H, carries 0.1315; number 28, H, carries 0.3538; number 29, H, carries 0.3941; number 30, H, carries 0.3853; number 31, H, carries 0.4890; number 32, H, carries 0.1004; number 33, H, carries 0.1097; number 34, H, carries 0.1941; number 35, O, carries -0.6622; number 36, S, carries 1.1048; number 37, O, carries -0.6869; number 38, N, carries -0.5652; number 39, C, carries 0.4846; number 40, O, carries -0.5298; number 41, C, carries 0.1779; number 42, C, carries 0.1879; number 43, C, carries -0.7490; number 44, C, carries -0.2296; number 45, C, carries -0.8850; number 46, C, carries 0.0272; number 47, H, carries 0.1906; number 48, H, carries 0.4802; number 49, H, carries 0.2822; number 50, H, carries 0.4432; number 51, C, carries -1.4540; number 52, C, carries 0.9286; number 53, C, carries -0.8164; number 54, C, carries -1.0735; number 55, C, carries -0.5431; number 56, C, carries -0.9971; number 57, N, carries 0.2332; number 58, C, carries 0.5479; number 59, C, carries -1.1221; number 60, C, carries -0.4809; number 61, C, carries -0.9569; number 62, C, carries -0.2011; number 63, C, carries 0.3410; number 64, C, carries -0.0603; number 65, O, carries -0.8441; number 66, O, carries -0.2433; number 67, C, carries 2.0950; number 68, C, carries -1.9210; number 69, H, carries 0.3900; number 70, H, carries 0.2959; number 71, H, carries 0.3048; number 72, H, carries 0.3134; number 73, H, carries 0.4342; number 74, H, carries 0.3739; number 75, H, carries 0.4339; number 76, H, carries 0.2939; number 77, H, carries 0.4373; number 78, H, carries 0.1986; number 79, H, carries 0.4387; number 80, H, carries 0.4814; number 81, H, carries 0.4896; number 82, H, carries 0.3000; number 83, C, carries -0.6574; number 84, O, carries -0.4525; number 85, H, carries 0.3643; number 86, H, carries 0.1871; number 87, H, carries 0.1902

***

(2)
The following is a quantum chemistry calculation of a structure of composition C31H40N2O8OsPSSe, from the Open Molecules 2025 dataset.

F_max (eV/Å): 4.37
HOMO level (spin up / spin down) (eV): -4.821 / -5.161
Electronic energy (eV): -140088.65987
Spin multiplicity: 5
Energy relative to the best compared isomer or geometry (same formula, charge and spin) (eV): 0.207
⟨S²⟩: 6.092
HOMO-LUMO gap (spin up / spin down) (eV): 6.989 / 6.063
Charge: -1

```
85
C31H40N2O8OsPSSe, DFT the ωB97M-V functional and the def2-TZVPD basis
Os 1.112 -1.498 0.560
C -4.623 0.851 -1.008
C -3.288 0.321 -1.451
C -2.949 -0.968 -1.002
C -1.791 -1.716 -1.226
C -0.780 -1.359 -2.185
C -1.772 0.594 -3.506
C -2.421 1.241 -2.239
S 0.458 -3.076 -2.203
O -0.370 -4.298 -2.032
O 1.351 -3.012 -3.342
N 1.501 -2.857 -0.882
C 2.763 -3.672 -0.546
C 3.734 -2.660 0.141
O 4.858 -2.943 0.479
O 3.100 -1.390 0.374
H -5.157 0.053 -0.488
H -5.222 1.325 -1.818
H -4.465 1.699 -0.306
H -3.664 -1.448 -0.355
H -1.528 -2.434 -0.415
H -0.864 1.214 -3.767
H -3.084 2.010 -2.626
H 3.222 -4.174 -1.434
H 2.447 -4.466 0.151
C -2.502 -1.946 -3.957
C -1.393 -0.935 -3.535
C -0.350 -0.904 -4.720
P 0.613 -0.210 -1.313
C 1.965 0.636 -2.546
C 3.302 0.784 -1.715
C 1.707 2.043 -3.150
C -0.326 1.044 -0.562
C -1.289 1.929 -1.323
C -1.872 2.935 -0.371
C -2.877 3.932 -0.893
C -1.454 3.154 0.919
C -0.463 2.383 1.495
C 0.017 1.274 0.779
N 0.773 0.236 1.447
C 0.977 0.289 2.861
C 2.300 0.449 3.362
C 3.416 0.774 2.449
C 2.552 0.465 4.715
C 1.506 0.526 5.627
C 1.736 0.574 7.081
C 0.212 0.476 5.145
C -0.077 0.260 3.803
C -1.493 -0.008 3.363
H -2.780 -1.769 -5.034
H -3.448 -1.860 -3.431
H -2.155 -3.011 -3.946
H -2.439 0.768 -4.406
H 0.080 -1.899 -4.979
H 0.474 -0.168 -4.534
H -0.795 -0.563 -5.668
H 2.229 -0.075 -3.357
H 3.194 1.514 -0.916
H 4.099 1.095 -2.375
H 3.575 -0.143 -1.243
H 1.498 2.781 -2.362
H 0.873 2.111 -3.823
H 2.613 2.334 -3.718
H -0.787 2.488 -2.126
H -2.562 4.315 -1.903
H -2.916 4.829 -0.173
H -3.911 3.539 -0.918
H -1.971 3.891 1.483
H -0.126 2.575 2.520
H 3.980 -0.133 2.134
H 4.188 1.411 2.953
H 2.976 1.241 1.564
H 3.625 0.510 4.981
H 2.330 1.435 7.327
H 2.243 -0.343 7.454
H 0.766 0.670 7.615
H -0.615 0.589 5.863
H -1.985 -0.601 4.125
H -1.489 -0.571 2.415
H -2.079 0.898 3.138
O -0.353 -2.608 4.193
Se 0.376 -3.180 2.886
O -0.538 -2.397 1.482
O 1.852 -2.429 2.276
O 0.425 -4.743 2.671
```

Just the Mulliken charges please, in e? Sure, here they are: number 1, Os, carries 3.9325; number 2, C, carries -1.8398; number 3, C, carries 0.6364; number 4, C, carries -2.0246; number 5, C, carries -1.1710; number 6, C, carries -0.6816; number 7, C, carries -2.3148; number 8, C, carries 0.4209; number 9, S, carries 1.3825; number 10, O, carries -0.7610; number 11, O, carries -0.7100; number 12, N, carries -0.2846; number 13, C, carries -0.6156; number 14, C, carries 0.4359; number 15, O, carries -0.6653; number 16, O, carries -0.6639; number 17, H, carries 0.4442; number 18, H, carries 0.2896; number 19, H, carries 0.2765; number 20, H, carries 0.4257; number 21, H, carries 0.7181; number 22, H, carries 0.0841; number 23, H, carries 1.6063; number 24, H, carries 0.3522; number 25, H, carries 0.3046; number 26, C, carries -1.6625; number 27, C, carries 2.6007; number 28, C, carries -1.5832; number 29, P, carries -0.4764; number 30, C, carries 0.2798; number 31, C, carries -1.4280; number 32, C, carries -1.6817; number 33, C, carries -1.1451; number 34, C, carries 0.6698; number 35, C, carries 0.1656; number 36, C, carries -1.4966; number 37, C, carries -1.0270; number 38, C, carries -0.9200; number 39, C, carries 1.2017; number 40, N, carries 0.7360; number 41, C, carries -1.2059; number 42, C, carries 1.3733; number 43, C, carries -1.5175; number 44, C, carries -1.1387; number 45, C, carries 1.1411; number 46, C, carries -1.5614; number 47, C, carries -1.0319; number 48, C, carries 1.0563; number 49, C, carries -1.3008; number 50, H, carries 0.4747; number 51, H, carries 0.2907; number 52, H, carries 0.2709; number 53, H, carries 0.5199; number 54, H, carries 0.3787; number 55, H, carries 0.2178; number 56, H, carries 0.4548; number 57, H, carries 0.6814; number 58, H, carries 0.2488; number 59, H, carries 0.5748; number 60, H, carries 0.2279; number 61, H, carries 0.2473; number 62, H, carries 0.3694; number 63, H, carries 0.5059; number 64, H, carries 0.5531; number 65, H, carries 0.2839; number 66, H, carries 0.4548; number 67, H, carries 0.1931; number 68, H, carries 0.4404; number 69, H, carries 0.5301; number 70, H, carries 0.1932; number 71, H, carries 0.5123; number 72, H, carries -0.0020; number 73, H, carries 0.4015; number 74, H, carries 0.3442; number 75, H, carries 0.3061; number 76, H, carries 0.3419; number 77, H, carries 0.1645; number 78, H, carries 0.5523; number 79, H, carries -0.0508; number 80, H, carries 0.3558; number 81, O, carries -0.5641; number 82, Se, carries 1.0489; number 83, O, carries -0.7464; number 84, O, carries -0.7130; number 85, O, carries -0.6876